Computed, not measured: 2 unconnected molecules or ions with the total composition C6H12O, with ωB97M-V/def2-TZVPD.

For the energy relative to the best compared isomer or geometry (same formula, charge and spin), the calculation gives 168.2 kJ/mol. Its strongest force on any atom is 0.6 eV/A. The gap between HOMO and LUMO is 9.85 eV. The structure (SMILES) is CC=C(C)C.C=O. The multiplicity is 1. The value obtained for the electronic energy is -8462.6109 eV.

Each line ends with the Löwdin charge.
Atoms and positions in Å:
C (-2.13, -0.35, 0.07)  -0.090
C (-0.96, 0.56, 0.27)  -0.161
C (0.19, 0.46, -0.42)  -0.429
C (1.27, 1.49, -0.30)  -0.079
C (0.40, -0.64, -1.43)  -0.065
H (-2.99, -0.03, 0.66)  0.074
H (-2.42, -0.34, -0.99)  0.081
H (-1.88, -1.38, 0.35)  0.072
H (-1.03, 1.32, 1.05)  0.116
H (1.11, 2.16, 0.56)  0.079
H (1.25, 2.11, -1.21)  0.086
H (2.28, 1.06, -0.23)  0.079
H (-0.04, -0.36, -2.39)  0.088
H (-0.06, -1.59, -1.12)  0.081
H (1.47, -0.84, -1.60)  0.078
C (0.88, -0.90, 1.67)  -0.177
O (-0.07, -1.58, 1.98)  -0.020
H (1.67, -1.27, 0.98)  0.096
H (1.07, 0.11, 2.08)  0.091

Computed, not measured: a molecular structure, C26H54O2P4Tc in a non-equilibrium geometry, with ωB97M-V/def2-TZVPD.

For the energy relative to the best compared isomer or geometry (same formula, charge and spin), the calculation gives 0.0 kJ/mol. As for the charge: +4. Its strongest force on any atom is 5.1 eV/A. The gap between HOMO and LUMO (spin up / spin down) is 8.14 / 4.28 eV. The multiplicity is 4. The value obtained for the electronic energy is -71246.2437 eV.

Each line ends with the Löwdin charge.
Atoms and positions in Å:
P (3.72, -1.15, -0.58)  1.061
C (4.09, -1.12, 1.23)  -0.226
H (4.86, -1.86, 1.49)  0.085
H (3.16, -1.34, 1.78)  0.008
H (4.42, -0.11, 1.51)  0.062
C (4.60, -2.69, -1.06)  -0.222
H (4.79, -2.67, -2.15)  0.073
H (3.95, -3.55, -0.84)  0.059
H (5.54, -2.76, -0.51)  0.089
C (4.97, 0.09, -1.14)  -0.201
H (5.94, -0.39, -1.30)  0.091
H (5.05, 0.90, -0.41)  0.067
H (4.60, 0.51, -2.09)  0.051
P (-1.12, 3.71, -1.11)  0.723
C (-1.20, 4.40, 0.56)  -0.232
H (-1.34, 5.49, 0.52)  0.075
H (-0.28, 4.15, 1.10)  0.050
H (-2.05, 3.94, 1.08)  0.058
C (0.05, 4.74, -2.04)  -0.226
H (0.05, 4.47, -3.10)  0.041
H (1.07, 4.58, -1.64)  0.059
H (-0.22, 5.80, -1.92)  0.077
C (-2.73, 4.03, -1.87)  -0.222
H (-2.89, 5.11, -1.98)  0.078
H (-3.52, 3.61, -1.23)  0.063
H (-2.80, 3.55, -2.86)  0.033
P (-2.18, -3.24, -0.29)  1.057
C (-2.73, -3.29, 1.47)  -0.218
H (-3.57, -3.98, 1.63)  0.097
H (-3.03, -2.27, 1.74)  0.037
H (-1.88, -3.57, 2.12)  0.032
C (-3.84, -3.32, -1.10)  -0.217
H (-4.48, -4.05, -0.59)  0.091
H (-3.72, -3.59, -2.15)  0.071
H (-4.29, -2.32, -1.05)  0.062
C (-1.67, -5.00, -0.53)  -0.208
H (-2.50, -5.62, -0.87)  0.087
H (-1.23, -5.41, 0.39)  0.063
H (-0.89, -4.98, -1.30)  0.057
Tc (-0.55, 1.41, -1.18)  0.811
C (0.92, 1.50, 0.02)  -0.301
O (1.81, 1.57, 0.79)  0.036
C (-1.67, 0.74, 0.20)  -0.291
O (-2.34, 0.33, 1.07)  0.033
C (-1.78, 0.69, -3.54)  -0.053
C (-1.25, -0.35, -2.78)  -0.123
C (0.14, -0.34, -2.45)  -0.222
C (0.99, 0.63, -3.06)  -0.095
C (0.43, 1.70, -3.76)  -0.060
C (-0.96, 1.74, -3.96)  -0.055
H (-2.83, 0.67, -3.83)  0.143
H (-1.86, -1.19, -2.44)  0.089
H (0.59, -1.20, -1.96)  0.097
H (2.07, 0.54, -2.95)  0.110
H (1.07, 2.47, -4.17)  0.139
H (-1.40, 2.53, -4.57)  0.142
C (1.15, -3.47, 2.70)  -0.132
C (0.63, -3.00, 4.06)  -0.517
C (1.43, -3.61, 5.21)  -0.074
P (0.49, -1.13, 4.03)  1.297
C (-1.29, -0.81, 4.46)  -0.532
C (-1.83, -1.56, 5.67)  -0.067
C (-1.55, 0.71, 4.55)  -0.097
C (1.53, -0.33, 5.37)  -0.509
C (1.34, -0.79, 6.81)  -0.061
C (3.02, -0.35, 4.98)  -0.102
H (2.21, -3.20, 2.55)  0.065
H (0.57, -3.04, 1.87)  0.045
H (1.08, -4.56, 2.63)  0.098
H (-0.41, -3.34, 4.16)  0.093
H (2.48, -3.29, 5.18)  0.085
H (1.00, -3.39, 6.19)  0.082
H (1.41, -4.70, 5.09)  0.112
H (-1.80, -1.18, 3.55)  0.079
H (-1.51, -1.10, 6.62)  0.082
H (-2.92, -1.52, 5.65)  0.112
H (-1.54, -2.62, 5.68)  0.078
H (-1.27, 1.21, 3.62)  0.067
H (-2.62, 0.88, 4.72)  0.106
H (-0.99, 1.15, 5.39)  0.088
H (1.19, 0.72, 5.32)  0.110
H (1.80, -1.76, 7.00)  0.079
H (1.84, -0.06, 7.47)  0.119
H (0.29, -0.82, 7.12)  0.068
H (3.17, 0.09, 3.98)  0.059
H (3.58, 0.25, 5.70)  0.107
H (3.44, -1.36, 4.98)  0.077

Computed, not measured: a single C3H6N2S2 molecule in a non-equilibrium geometry, with ωB97M-V/def2-TZVPD.

For the energy relative to the best compared isomer or geometry (same formula, charge and spin), the calculation gives 150.9 kJ/mol. Its strongest force on any atom is 1.1 eV/A. The gap between HOMO and LUMO is 8.51 eV. The structure (SMILES) is CN(S)/C=N\C=S. The multiplicity is 1. The value obtained for the electronic energy is -27857.5329 eV.

Each line ends with the Löwdin charge.
Atoms and positions in Å:
C (-0.87, 0.62, 0.74)  -0.142
N (0.43, 0.83, 0.13)  -0.529
S (1.10, 2.40, 0.11)  0.818
C (1.09, -0.15, -0.55)  -0.250
N (0.73, -1.37, -0.73)  0.009
C (-0.44, -1.99, -0.83)  -0.771
S (-1.74, -1.55, -1.73)  0.585
H (-0.90, -0.37, 1.20)  0.084
H (-1.69, 0.70, 0.00)  0.060
H (-1.05, 1.39, 1.53)  0.085
H (1.69, 2.36, 1.33)  -0.121
H (2.10, 0.12, -0.86)  0.112
H (-0.45, -2.99, -0.35)  0.060